No. 1
A gas-phase ion, C4H10NOS (charge -1). Source: the OMol25 dataset; level of theory: ωB97M-V/def2-TZVPD.

Summary:
Energy, a.u.: -686.55901
SMILES string: C[C@H](CS)NC[O-]
HOMO level, Eh: -0.09840

ORCA input file:
```
! RIJCOSX wB97M-V def2-TZVPD def2/J DEFGRID3
* xyz -1 1
S 2.55801 -0.40269 1.55793
H 1.71009 0.83119 -0.34332
H -0.04305 2.04045 -0.98638
H 2.42756 -1.70893 1.29864
H -0.79910 -0.86729 1.98118
O -1.89519 1.63609 -0.31808
H 0.83289 1.17597 1.17618
N -0.28003 0.03845 -1.25966
C 1.27037 0.40512 0.55281
H -1.74320 -0.39727 0.62818
H -1.31227 1.50005 -2.26879
H -0.74503 -0.60709 -1.88586
C 0.24243 -0.55749 -0.04535
C -0.95131 1.43633 -1.21598
C -0.88836 -1.02561 0.90077
H -1.13813 -2.06819 0.68934
H 0.75431 -1.42912 -0.46163
*
```


No. 2
A gas-phase ion, C4H10NOS (charge -1). Source: the OMol25 dataset; level of theory: ωB97M-V/def2-TZVPD.

Summary:
Energy, a.u.: -686.60165
SMILES string: CN[C@H](CO)C[S-]
HOMO level, Eh: -0.10000

ORCA input file:
```
! RIJCOSX wB97M-V def2-TZVPD def2/J DEFGRID3
* xyz -1 1
N 1.45331 0.69851 -1.22171
H 3.53171 0.10637 -0.52094
H 1.81956 -1.53815 0.26349
C -0.96946 0.47506 -0.57561
H -0.92490 1.51884 -0.90272
H 0.70971 0.78652 0.67474
S -2.37788 0.33525 0.59465
H 3.31016 1.55436 -1.43634
H 1.41197 0.22353 -2.10736
C 0.50416 0.18465 -0.22643
H -0.80962 -1.16745 1.29873
O 0.08281 -1.58682 1.39633
H -1.13053 -0.14585 -1.46767
C 2.79881 0.89265 -0.71964
H 0.35399 -1.91417 -0.62244
C 0.76417 -1.26768 0.17409
H 2.70106 1.53552 0.15751
*
```


No. 3
A molecular structure, C4H10NOS. Source: the OMol25 dataset; level of theory: ωB97M-V/def2-TZVPD.

Summary:
Energy, a.u.: -686.05914
HOMO level, Eh: -0.43044

ORCA input file:
```
! RIJCOSX wB97M-V def2-TZVPD def2/J DEFGRID3
* xyz 1 1
C 1.66910 -0.66519 0.29335
H 1.97776 -1.40196 -0.46968
H 3.07632 1.14404 -0.28752
H -0.78420 -1.40510 1.25534
H -4.11265 0.00375 -0.49293
C -0.90482 -0.64848 0.46738
C 2.54864 0.48401 0.56159
H 0.42903 0.79888 -0.61489
H 3.16713 0.45478 1.44697
N -4.96182 0.43778 -0.75921
H -5.66268 -0.28582 -0.74542
O -2.00158 -0.28158 0.15252
S 4.19806 0.14044 -0.74292
C 0.31943 -0.14093 -0.07403
H 1.44101 -1.32884 1.14436
H -5.23212 1.37885 -0.63433
H 4.83339 1.31538 -0.50056
*
```


No. 4
A gas-phase ion, C4H10NOS (charge +1). Source: the OMol25 dataset; level of theory: ωB97M-V/def2-TZVPD.

Summary:
Energy, a.u.: -686.26540
SMILES string: C[N@@H+]1CCS[C@H]1O
HOMO level, Eh: -0.48509

ORCA input file:
```
! RIJCOSX wB97M-V def2-TZVPD def2/J DEFGRID3
* xyz 1 1
N -0.22614 -0.09450 0.20171
H -0.98981 -3.17916 0.02703
H -0.29881 -0.42284 1.12054
H -1.85654 0.99855 -0.87626
H 2.28596 -0.20115 1.15988
C -1.56928 0.53304 0.14621
H 0.59630 1.19276 -1.12489
H -1.57724 1.35173 0.71944
H -0.68055 -1.19002 -1.39932
O -0.61221 -2.39274 0.32748
H -2.43285 -0.10189 0.61793
C 0.95442 0.81092 -0.09383
H 2.93664 0.57555 -0.52287
H 0.87343 1.75399 0.51674
C 2.20416 -0.05674 0.02482
C -0.21017 -1.39445 -0.49984
S 1.82872 -1.61036 -0.78031
*
```


No. 5
A gas-phase ion, C4H10NOS (charge +1). Source: the OMol25 dataset; level of theory: ωB97M-V/def2-TZVPD.

Summary:
Energy, a.u.: -686.24522
SMILES string: C[S@@]1(=O)=[NH+]CCC1
HOMO level, Eh: -0.57782

ORCA input file:
```
! RIJCOSX wB97M-V def2-TZVPD def2/J DEFGRID3
* xyz 1 1
N -0.22478 0.22039 1.34840
H 2.50036 0.60232 -0.96646
H 0.23410 0.32929 -2.17378
H -2.46792 -1.38004 0.94192
H 0.60471 -1.13899 -1.07554
H -0.43727 1.16097 1.84050
C -1.91891 -1.25333 0.01313
C 1.46041 0.33228 0.95372
H -1.22492 -2.10449 -0.18628
H 1.19004 1.71593 -0.41536
H 1.64219 -0.70535 1.13740
H 1.96643 1.06362 1.62822
O -1.77007 1.39937 -0.42705
C 1.50984 0.76463 -0.44721
C 0.48900 -0.05231 -1.16810
H -2.64236 -1.18415 -0.88231
S -0.91085 0.22985 -0.12121
*
```


No. 6
2 unconnected molecules or ions with the total composition C4H10NP. Source: the OMol25 dataset; level of theory: ωB97M-V/def2-TZVPD.

Summary:
Energy, a.u.: -554.40605
HOMO level (alpha / beta), Eh: -0.26653 / -0.26654

ORCA input file:
```
! RIJCOSX wB97M-V def2-TZVPD def2/J DEFGRID3
* xyz 0 1
H -1.98011 -1.55380 0.24578
C -1.19573 -0.96344 0.75032
C 0.33550 1.15929 0.55874
H -0.30683 1.82763 1.12291
H 3.55792 -1.00584 0.74286
H 1.02373 1.71381 -0.02230
H 1.01961 0.95723 1.31343
C -0.32533 -0.02638 -0.14776
H -0.32859 0.88950 -2.15909
N 2.67478 -0.72479 0.39083
H -1.46706 -0.47219 -2.10611
P 1.77962 -1.30247 -0.66976
H -1.63118 1.17857 -1.32354
H -0.55988 -1.67543 1.30200
C -0.97422 0.36693 -1.48264
H -1.62223 -0.36860 1.48434
*
```


No. 7
2 unconnected molecules or ions with the total composition C4H10NP. Source: the OMol25 dataset; level of theory: ωB97M-V/def2-TZVPD.

Summary:
Energy, a.u.: -554.32815
HOMO level (alpha / beta), Eh: -0.31111 / -0.31121

ORCA input file:
```
! RIJCOSX wB97M-V def2-TZVPD def2/J DEFGRID3
* xyz 0 1
H 1.35243 1.25845 -2.07950
C 0.76227 0.97516 0.64282
H -2.20436 1.85349 0.00530
H -1.63384 -2.12293 1.31947
N -0.09338 1.00946 -0.53608
H 0.86661 -0.50077 -1.70963
H 0.01548 0.62931 -2.59079
H -1.63776 -2.28811 -0.46546
H 1.01216 1.97574 0.92784
C -1.58741 -0.33436 0.13087
C -1.31390 -1.71219 0.38442
H -0.18296 -1.78430 0.33971
H 0.17554 0.54572 1.44913
P -2.84803 0.62009 0.48883
H 1.61170 0.40072 0.37032
C 0.62550 0.53521 -1.71528
*
```


No. 8
C4H10NPS in the gas phase. Source: the OMol25 dataset; level of theory: ωB97M-V/def2-TZVPD.

Summary:
Energy, a.u.: -952.63902
SMILES string: CN=[P@]1(C)CCS1
HOMO level, Eh: -0.30915

ORCA input file:
```
! RIJCOSX wB97M-V def2-TZVPD def2/J DEFGRID3
* xyz 0 1
N -1.27397 0.76783 0.64094
P -0.11769 0.05837 -0.09305
C -0.37225 -1.16362 -1.47964
H -1.31911 -1.41720 -1.32590
H -3.23356 1.75924 0.80687
H -0.09200 -0.76937 -2.41494
H 0.78943 0.06187 2.01334
C 2.40673 -0.29240 0.65503
S 1.99778 0.98234 -0.63036
H -2.00344 2.49297 -0.15722
H -2.79380 0.97117 -0.79164
C -2.38466 1.53698 0.07809
H 0.29598 -1.95681 -1.33871
H 1.02185 -1.63900 1.36086
H 3.09776 0.24015 1.29362
H 2.97896 -0.99919 0.19590
C 1.00201 -0.63332 1.18680
*
```